1.
C31H69NO11S4 | the ωB97M-V functional and the def2-TZVPD basis

CARTESIAN COORDINATES (ANGSTROEM)
C: -0.3736 -0.2154 -0.5673
C: -1.4410 0.3081 0.3213
N: -2.2125 0.7835 1.0267
H: -0.4921 -1.2265 -0.9569
H: 0.5889 -0.0838 -0.0730
H: -0.3523 0.5154 -1.3758
C: 4.6697 -1.6207 -3.3127
S: 3.9216 -2.2543 -4.8983
O: 4.2102 -3.7549 -4.9523
C: 2.1706 -2.4280 -4.4099
H: 3.9858 -1.8105 -2.4854
H: 4.9102 -0.5613 -3.4025
H: 5.5953 -2.1766 -3.1636
H: 1.6625 -2.5068 -5.3710
H: 1.9433 -1.5368 -3.8249
H: 2.0391 -3.3487 -3.8413
C: -2.8500 -3.7687 1.7039
S: -2.9693 -3.2873 3.5014
O: -2.1661 -4.3657 4.1597
C: -4.7413 -3.6592 3.7505
H: -1.7759 -3.8971 1.5693
H: -3.1913 -2.9140 1.1199
H: -3.2787 -4.7341 1.4348
H: -5.4336 -2.8348 3.5797
H: -4.7105 -3.6476 4.8400
H: -5.0044 -4.5589 3.1943
C: 1.5250 -3.3092 1.5177
S: 1.3153 -4.1819 -0.0807
O: 0.7396 -3.3062 -1.1901
C: 3.1190 -4.2645 -0.5175
H: 2.3113 -2.5544 1.5163
H: 2.0329 -3.9407 2.2466
H: 0.6971 -3.0659 2.1836
H: 3.6511 -4.7052 0.3256
H: 3.4746 -3.2349 -0.4780
H: 3.2698 -4.7728 -1.4698
C: 3.3894 3.4045 -3.3889
S: 1.8156 2.7039 -2.8031
O: 2.0365 1.6654 -1.7124
C: 1.3425 1.8588 -4.3692
H: 3.8440 2.7775 -4.1559
H: 4.0108 3.4837 -2.4969
H: 3.1630 4.4102 -3.7428
H: 0.7445 2.5123 -5.0044
H: 0.7832 0.9473 -4.1580
H: 2.2719 1.5672 -4.8584
C: 3.9911 1.8771 0.7544
C: 5.5087 1.6813 0.6795
O: 6.2812 2.4439 1.2857
C: 6.0209 0.6038 -0.1473
H: 3.4185 1.1037 0.2426
H: 3.6747 2.8754 0.4521
H: 3.7365 1.7150 1.8018
H: 7.0144 0.7572 -0.5687
H: 5.3748 0.3426 -0.9853
H: 6.0546 -0.3683 0.3445
C: -1.3456 -4.5969 -4.6122
C: -1.9492 -3.5373 -3.7479
O: -1.6305 -2.3762 -3.9998
C: -3.1071 -3.9233 -2.7056
H: -0.2712 -4.7697 -4.5488
H: -1.5230 -4.2707 -5.6370
H: -1.7370 -5.6135 -4.5738
H: -3.8229 -4.6456 -3.0980
H: -3.6589 -3.0656 -2.3210
H: -2.8032 -4.5063 -1.8362
C: 2.2553 0.9902 4.5055
C: 2.9730 -0.3325 4.4869
O: 2.9178 -1.0691 3.5221
C: 3.7843 -0.7407 5.6999
H: 2.9055 1.7930 4.1577
H: 2.0697 1.3141 5.5296
H: 1.3173 0.9829 3.9504
H: 3.4479 -0.2342 6.6045
H: 4.8488 -0.5357 5.5865
H: 3.7114 -1.8071 5.9134
C: -3.7438 3.8753 -5.3288
C: -2.9288 4.3322 -4.1137
O: -3.0563 5.4546 -3.6105
C: -2.0378 3.2608 -3.4959
H: -3.1255 3.5377 -6.1606
H: -4.3756 4.6762 -5.7128
H: -4.4427 3.0975 -5.0212
H: -2.5763 2.5396 -2.8810
H: -1.4503 3.7891 -2.7450
H: -1.3948 2.8661 -4.2825
C: -1.1596 4.4409 1.3641
C: 0.0478 4.5754 0.4195
O: 0.2597 5.6452 -0.1733
C: 1.0990 3.4824 0.3125
H: -1.2424 3.4182 1.7319
H: -2.1142 4.7668 0.9511
H: -0.9529 5.0574 2.2390
H: 0.5690 2.5766 0.0180
H: 1.6197 3.3709 1.2636
H: 1.8455 3.7905 -0.4195
C: -1.2650 0.0702 4.7476
C: -0.9568 1.1706 5.7323
O: -0.6838 1.0715 6.8963
C: -1.1228 2.5334 5.1255
H: -1.1708 -0.9119 5.2110
H: -0.6749 0.2546 3.8498
H: -2.2918 0.1917 4.4026
H: -1.4342 2.4328 4.0858
H: -0.1055 2.9245 5.1426
H: -1.8713 3.1417 5.6332
C: -5.7936 1.5582 2.3860
C: -5.8258 0.3014 1.5795
O: -6.2606 -0.7094 2.1622
C: -5.9181 0.3590 0.1202
H: -6.7677 2.0201 2.2250
H: -4.9210 2.1305 2.0711
H: -5.7186 1.5245 3.4729
H: -4.9113 0.4919 -0.2759
H: -6.6544 1.0213 -0.3351
H: -6.1911 -0.6280 -0.2529

Values from the calculation:
Net charge: 0
LUMO: 0.1 eV
Gap between HOMO and LUMO: 9.05 eV
HOMO level: -0.3294 hartree

***

2.
C31H70Cl4F3N9O19Tl | the ωB97M-V functional and the def2-TZVPD basis

CARTESIAN COORDINATES (ANGSTROEM)
Tl: 23.6306 -7.0366 10.6355
C: 20.4173 -4.8679 12.3903
O: 20.5249 -4.9355 13.8173
O: 21.1462 -5.8105 11.8069
C: 18.9126 -4.7765 11.9949
F: 18.2085 -5.8368 12.4417
F: 18.3727 -3.7034 12.6128
F: 18.5533 -4.6904 10.7144
C: 20.9275 -3.8066 14.5533
C: 20.6597 -4.0405 16.0466
H: 19.5824 -3.9726 16.1986
H: 20.9744 -5.0589 16.2629
H: 21.1686 -3.3469 16.7140
H: 20.4250 -2.8858 14.2454
H: 22.0079 -3.6347 14.4703
H: 20.7841 -3.8464 12.1611
C: 24.7623 -4.0722 15.4028
C: 25.3945 -3.8113 13.9990
C: 26.4434 -2.6882 14.1196
C: 27.7384 -3.2545 14.6836
C: 28.2640 -4.5098 13.9442
C: 27.1888 -5.5980 13.6555
N: 25.9257 -4.9478 13.2066
O: 25.0860 -5.8099 12.9027
C: 27.0600 -6.3598 14.9894
C: 27.7446 -6.5497 12.5973
C: 24.2898 -3.0524 13.1988
H: 25.4350 -4.4880 16.1491
H: 24.0193 -4.8607 15.2626
H: 24.2713 -3.1639 15.7373
H: 26.0589 -1.8147 14.6427
H: 26.7607 -2.3292 13.1368
H: 27.7881 -3.4380 15.7566
H: 28.5443 -2.5956 14.3510
H: 29.1600 -4.7660 14.5109
H: 28.7231 -4.2391 12.9852
H: 28.0284 -6.8491 15.0982
H: 26.3352 -7.1748 14.9248
H: 26.9063 -5.7536 15.8773
H: 28.7785 -6.8199 12.7960
H: 27.7280 -6.0679 11.6188
H: 27.0978 -7.4224 12.5149
H: 24.7602 -2.5070 12.3794
H: 23.7299 -2.3519 13.8107
H: 23.5976 -3.7241 12.6842
C: 27.5889 2.7779 15.9892
C: 26.7053 1.5344 15.9183
C: 26.9052 0.5947 17.1218
C: 26.1477 0.9640 18.3948
C: 24.6591 0.6758 18.2653
C: 23.7938 1.4721 19.2349
H: 27.2693 3.5340 15.2656
H: 28.6505 2.5542 15.9373
H: 27.3813 3.4309 16.8447
H: 25.6404 1.6732 15.7293
H: 27.0037 0.9474 15.0461
H: 27.9508 0.4284 17.4069
H: 26.6606 -0.4557 16.9051
H: 26.5644 0.4909 19.2934
H: 26.3653 1.9931 18.7012
H: 24.4178 0.9938 17.2459
H: 24.4340 -0.3945 18.2922
H: 23.9058 1.0333 20.2327
H: 24.2504 2.4531 19.3540
H: 22.7362 1.3746 19.0003
Cl: 30.6480 -11.7979 14.6877
C: 29.9026 -10.2536 15.1761
C: 30.4399 -9.8757 16.5424
Cl: 29.3956 -8.5131 17.0555
H: 28.8441 -10.4909 15.1874
H: 30.1832 -9.5121 14.4324
H: 31.4743 -9.5622 16.6412
H: 30.2166 -10.6160 17.3066
Cl: 32.2733 -4.7253 12.0493
C: 31.3994 -6.1665 11.4322
C: 31.5135 -7.3747 12.3897
Cl: 30.8238 -8.7889 11.5676
H: 31.6913 -6.4806 10.4335
H: 30.3622 -5.8387 11.3726
H: 31.0679 -7.3772 13.3829
H: 32.5494 -7.6596 12.5693
C: 21.1289 -0.3204 15.3968
N: 21.9524 0.9150 15.2572
O: 21.4732 1.9706 15.5897
O: 23.0632 0.7451 14.7730
H: 20.1824 -0.0299 14.9450
H: 21.0320 -0.5306 16.4577
H: 21.6403 -1.0530 14.7843
C: 26.7703 -3.2089 10.3355
N: 25.3285 -3.1739 9.9547
O: 24.7455 -4.2413 10.0530
O: 24.9186 -2.1593 9.4491
H: 27.2116 -2.2571 10.6347
H: 27.2424 -3.3978 9.3723
H: 27.0126 -3.9134 11.1237
C: 25.2311 -10.8249 13.7575
N: 26.0460 -10.1977 12.6905
O: 27.2397 -10.4378 12.6742
O: 25.5129 -9.4083 11.9397
H: 25.3780 -11.9010 13.6730
H: 24.1853 -10.5729 13.6116
H: 25.6262 -10.5599 14.7351
C: 26.9667 -2.9089 18.8082
N: 28.0901 -3.9109 18.9123
O: 27.8071 -5.0839 18.7365
O: 29.1964 -3.4457 18.9934
H: 27.3633 -2.0128 18.3417
H: 26.7704 -2.7262 19.8643
H: 26.1180 -3.3296 18.2813
C: 22.0128 -7.1428 15.2216
N: 22.1836 -8.3300 14.3500
O: 22.8667 -8.2348 13.3382
O: 21.6830 -9.3743 14.6949
H: 22.5001 -7.4750 16.1417
H: 20.9465 -7.0965 15.4161
H: 22.5279 -6.2408 14.9230
C: 25.8888 -7.6452 18.6706
N: 24.7908 -6.6044 18.6652
O: 23.8095 -6.8015 17.9657
O: 24.8634 -5.6906 19.4573
H: 26.1420 -7.9210 19.6877
H: 26.7059 -7.1820 18.1240
H: 25.3968 -8.4303 18.1037
C: 28.4625 -7.9715 9.0344
N: 27.4051 -6.9640 9.3254
O: 26.4694 -7.2990 10.0275
O: 27.5926 -5.8573 8.8684
H: 29.3875 -7.6055 9.4652
H: 28.4601 -8.0357 7.9482
H: 28.1142 -8.9122 9.4504
C: 24.6750 0.8753 11.4770
N: 26.1369 0.9507 11.5431
O: 26.7970 0.8182 10.5349
O: 26.6132 1.1176 12.6543
H: 24.3946 1.4204 10.5798
H: 24.3059 1.3169 12.3957
H: 24.5524 -0.2005 11.3587

Values from the calculation:
Net charge: +1
LUMO: -7.1 eV
Gap between HOMO and LUMO: 2.94 eV
HOMO level: -0.3676 hartree
ΔE to the lowest compared entry with this formula, charge and spin: 0.00 kcal/mol

***

3.
C31H71AsN7O4SSi3Tb | the ωB97M-V functional and the def2-TZVPD basis

CARTESIAN COORDINATES (ANGSTROEM)
Tb: -0.4786 -0.7997 0.2661
S: -1.8349 0.9843 -1.2164
C: -1.0394 -0.1003 5.3878
C: -1.6851 0.8995 4.6195
C: -1.4049 0.9567 3.2470
N: -0.7217 -0.0172 2.6009
C: 0.0006 -0.9006 3.3862
C: -0.1616 -1.0041 4.7558
H: -1.1740 -0.0976 6.4659
H: -2.4155 1.5943 5.0848
H: -1.7555 1.7820 2.6665
H: 0.7012 -1.5102 2.8294
H: 0.4218 -1.7641 5.2755
N: -1.3221 -7.2629 1.0087
C: 0.1186 -4.6874 -1.7343
C: 0.6550 -3.4117 -1.1844
N: 0.1806 -2.1073 -1.7122
H: -0.7002 -8.0897 0.8903
H: -1.3084 -7.0045 2.0173
H: -2.2536 -7.6348 0.8704
H: -0.7541 -4.7991 -2.3198
H: 0.6312 -5.6188 -1.4371
H: 1.7379 -3.4235 -1.1204
H: 0.3213 -3.4171 -0.1104
H: -0.3912 -2.2704 -2.5290
H: 1.0189 -1.6159 -2.0723
C: -0.7000 4.3691 0.3904
Si: -2.1794 4.7043 -0.7761
C: -3.3000 6.2016 -0.4633
C: -1.4043 5.0369 -2.4537
As: -3.5298 2.6315 -0.9648
Si: -4.1199 2.6879 -3.3280
C: -5.3944 4.0650 -3.7276
C: -4.7780 0.9238 -3.7172
C: -2.8230 2.9333 -4.8077
H: 0.2750 4.8100 0.0458
H: -0.6040 3.3116 0.5933
H: -0.9342 4.8938 1.3411
H: -4.2979 6.1477 -0.8441
H: -2.8073 7.1054 -0.7820
H: -3.4222 6.2517 0.6212
H: -0.4458 5.5843 -2.2770
H: -2.0699 5.6374 -3.0550
H: -1.1170 4.1449 -3.0093
H: -6.2717 3.8350 -3.1474
H: -5.6616 4.0468 -4.7902
H: -4.9444 5.0596 -3.5313
H: -4.8283 0.8326 -4.8424
H: -5.7800 0.7880 -3.2612
H: -4.0527 0.1275 -3.4477
H: -2.1607 2.0381 -4.7710
H: -2.2521 3.8202 -4.6256
H: -3.3612 2.9026 -5.7871
C: 4.2796 -2.6427 -1.3976
C: 5.1174 -1.8701 -0.3388
C: 5.8895 -2.8576 0.4923
C: 5.9910 -0.8384 -1.0554
O: 4.2731 -1.1691 0.6461
Si: 3.1058 -0.0284 0.4719
O: 1.5723 -0.6331 0.6802
O: 3.2440 0.5245 -1.0576
C: 3.3542 1.7781 -1.8353
C: 2.2417 2.7342 -1.3975
C: 4.6989 2.4259 -1.5118
C: 3.2318 1.4579 -3.2771
O: 3.4343 1.1750 1.5525
C: 3.7893 1.3430 2.9813
C: 3.3985 2.7542 3.3504
C: 2.9672 0.3279 3.7979
C: 5.2876 1.0804 3.1282
H: 5.0383 -3.2296 -1.9776
H: 3.6888 -2.0358 -2.0850
H: 3.6696 -3.3972 -0.8512
H: 6.5149 -3.4654 -0.2112
H: 5.2528 -3.5573 1.0717
H: 6.5624 -2.3433 1.2094
H: 6.7356 -1.3356 -1.7078
H: 6.5134 -0.1747 -0.3088
H: 5.3322 -0.2528 -1.7077
H: 2.4361 3.1337 -0.3728
H: 1.2042 2.3109 -1.4641
H: 2.2523 3.5987 -2.0837
H: 4.8006 2.5988 -0.4037
H: 4.8337 3.4249 -2.0162
H: 5.5165 1.7636 -1.7907
H: 2.2745 0.9358 -3.4557
H: 4.0689 0.7736 -3.6055
H: 3.2073 2.3926 -3.8803
H: 2.3374 2.9676 3.1871
H: 4.0175 3.4379 2.7038
H: 3.7139 2.9065 4.4161
H: 1.9102 0.5501 3.6659
H: 3.2134 0.4144 4.8776
H: 3.2045 -0.7246 3.5160
H: 5.8405 1.8296 2.5589
H: 5.6101 0.0558 2.8102
H: 5.6077 1.1920 4.2039
C: -3.6191 -1.1741 0.9588
N: -2.4920 -2.1350 0.7707
C: -2.8290 -2.8354 -0.5219
N: -4.0953 -3.5952 -0.4382
C: -5.2012 -2.6436 -0.1824
N: -4.9618 -1.8488 1.0177
C: -4.9323 -2.8476 2.1374
N: -3.8466 -3.8534 1.9784
C: -2.5177 -3.1267 1.8732
C: -4.0494 -4.5659 0.6766
H: -3.5188 -0.5275 0.0925
H: -3.4426 -0.6541 1.9055
H: -1.9902 -3.5223 -0.7179
H: -2.8747 -2.1310 -1.3580
H: -6.1660 -3.1743 -0.1004
H: -5.2662 -1.8757 -0.9815
H: -5.9341 -3.3254 2.1496
H: -4.7569 -2.3010 3.0584
H: -1.7241 -3.8897 1.6812
H: -2.2641 -2.5615 2.7704
H: -4.9704 -5.1216 0.6993
H: -3.2033 -5.1922 0.4845

Values from the calculation:
Net charge: 0
LUMO (alpha / beta): 0.1 / -0.1 eV
Gap between HOMO and LUMO (alpha / beta): 5.09 / 6.31 eV
2S+1: 7
HOMO level (alpha / beta): -0.1835 / -0.2340 hartree
ΔE to the lowest compared entry with this formula, charge and spin: 43.85 kcal/mol

***

4.
C31H71Ca2N4O7 | the ωB97M-V functional and the def2-TZVPD basis

CARTESIAN COORDINATES (ANGSTROEM)
Ca: -0.1775 0.9390 2.7501
Ca: -2.7112 -1.5995 1.1247
C: -0.1629 -0.0350 -0.5318
O: -0.5783 -0.2675 0.8116
H: 0.9180 -0.1233 -0.6354
H: -0.6360 -0.7122 -1.2525
H: -0.4843 0.9538 -0.8789
C: 1.8523 -3.0057 -1.4840
C: 2.3917 -4.3101 -0.8498
C: 3.4752 -4.9041 -1.7451
C: 4.7771 -4.0975 -1.7382
C: 5.0586 -3.4061 -0.3853
C: 4.2771 -3.9313 0.8120
N: 2.8654 -4.0116 0.4928
O: 2.0828 -4.4302 1.5761
C: 4.8099 -5.3259 1.2657
C: 4.4594 -2.9161 1.9328
C: 1.2585 -5.3090 -0.7777
H: 1.2171 -3.2459 -2.3483
H: 2.6923 -2.4659 -1.9250
H: 1.2368 -2.4797 -0.7601
H: 3.6839 -5.9378 -1.4767
H: 3.0646 -4.8797 -2.7577
H: 4.8718 -3.3945 -2.5621
H: 5.5833 -4.8238 -1.8721
H: 4.8375 -2.3380 -0.5211
H: 6.1203 -3.4254 -0.1439
H: 4.3338 -6.1591 0.7557
H: 5.8923 -5.3657 1.1357
H: 4.6864 -5.3825 2.3498
H: 5.4903 -2.6336 2.1373
H: 3.8852 -2.0204 1.6689
H: 4.0117 -3.2697 2.8659
H: 1.5836 -6.2396 -0.2993
H: 0.8809 -5.6030 -1.7563
H: 0.4596 -4.9323 -0.1326
H: 2.2890 -5.3653 1.7423
C: 0.0977 6.1994 -1.5751
C: -1.1355 6.4898 -2.4464
C: -0.7200 6.5962 -3.9280
C: -0.3671 5.2812 -4.5742
C: -1.5305 4.2840 -4.4806
C: -2.1443 4.1340 -3.0739
N: -2.1130 5.4097 -2.3730
O: -2.7870 5.3842 -1.1412
C: -3.5862 3.7047 -3.2414
C: -1.3559 3.0656 -2.2705
C: -1.8108 7.7972 -2.0437
H: -0.2469 6.0084 -0.5466
H: 0.6492 7.1374 -1.4542
H: 0.7460 5.4052 -1.9349
H: -1.5389 7.1045 -4.4442
H: 0.1163 7.3008 -3.9757
H: 0.5712 4.8637 -4.2074
H: -0.2661 5.4667 -5.6460
H: -1.0893 3.3050 -4.6876
H: -2.3017 4.5733 -5.1877
H: -3.5852 2.7681 -3.8196
H: -4.1257 3.4892 -2.3178
H: -4.1795 4.3953 -3.8375
H: -0.2909 3.1834 -2.4762
H: -1.5888 3.1591 -1.2036
H: -1.6815 2.0663 -2.5753
H: -1.8714 7.8138 -0.9512
H: -2.8329 7.8453 -2.4094
H: -1.2543 8.6725 -2.3726
H: -2.2456 4.8460 -0.5409
C: 4.0211 1.2123 -0.3245
O: 4.1490 2.1823 0.7078
C: 3.2866 3.2905 0.6014
C: 1.8707 2.8585 0.9024
N: 1.7518 2.1541 2.1970
C: 1.9975 3.0595 3.3717
C: 1.7392 2.3646 4.6827
O: 0.3903 1.8719 4.7657
C: 0.0574 1.3743 6.0864
H: 3.8054 1.6997 -1.2787
H: 3.1953 0.5144 -0.1115
H: 4.9436 0.6431 -0.3109
H: 3.3419 3.6963 -0.4149
H: 3.6516 4.0192 1.3235
H: 1.5447 2.1751 0.1076
H: 1.1410 3.6665 0.7821
H: 2.5608 1.5226 2.2589
H: 1.3138 3.9119 3.3009
H: 3.0004 3.4831 3.3340
H: 1.9543 3.0774 5.4881
H: 2.4804 1.5897 4.9315
H: -1.0293 1.3136 6.1408
H: 0.3468 2.0920 6.8536
H: 0.5217 0.4097 6.2882
C: -1.7807 -3.4170 -1.8000
O: -2.7932 -2.9920 -0.8673
C: -3.9385 -3.8618 -0.9045
C: -5.0458 -3.2845 -0.0441
N: -4.5854 -3.0857 1.3377
C: -5.7448 -2.6464 2.2219
C: -6.4360 -3.8383 2.8377
O: -5.5474 -4.7304 3.4766
C: -4.6453 -4.2104 4.4245
H: -0.9885 -2.6753 -1.7996
H: -2.2133 -3.4756 -2.7990
H: -1.3515 -4.3790 -1.5219
H: -3.6364 -4.8670 -0.5836
H: -4.3166 -3.9891 -1.9229
H: -5.9873 -3.8196 -0.1700
H: -5.2431 -2.3101 -0.5234
H: -4.4373 -4.0028 1.7825
H: -6.4605 -2.0153 1.6861
H: -5.3891 -1.9176 2.9625
H: -6.9531 -4.4115 2.0717
H: -7.1607 -3.4494 3.5658
H: -4.1116 -3.3128 4.0436
H: -3.9242 -4.9720 4.6900
H: -5.1733 -3.8143 5.3010

Values from the calculation:
Net charge: +3
LUMO: -10.5 eV
Gap between HOMO and LUMO: 2.83 eV
HOMO level: -0.4882 hartree